No. 1
The following is a quantum chemistry calculation of a 2-piece molecular cluster, C10H16BrNO2 overall at a distorted geometry, from OMol25.

Each line ends with the Löwdin charge.
Atoms and positions in Å:
C  0.159228  0.614666  -2.130909  -0.118
C  -1.133553  1.178216  -1.316305  -0.084
C  -0.739561  -1.086714  -0.812389  -0.100
C  0.625624  -0.559918  -1.255408  -0.234
C  -1.215651  0.210892  -0.124394  -0.499
C  1.230879  -0.073205  0.184840  -0.548
C  -0.024553  0.445182  0.814868  -0.516
C  -2.528966  0.221997  0.653751  -0.038
C  2.117759  1.168689  -0.048208  -0.089
C  1.921748  -1.246273  0.800959  -0.029
N  -0.690722  -1.032310  2.633427  -0.312
O  -0.762682  -2.197564  2.355105  0.043
O  -0.682387  -0.333197  3.599878  -0.021
Br  0.121229  1.856736  2.013133  0.958
H  -0.153191  0.165873  -3.025477  0.078
H  0.829302  1.472462  -2.460836  0.125
H  -1.136716  2.200484  -1.087625  0.093
H  -1.916261  1.075646  -2.019653  0.099
H  -1.449384  -1.439047  -1.740721  0.183
H  -0.504432  -1.980883  -0.191752  0.113
H  1.363015  -1.237229  -1.720907  0.147
H  -2.505466  -0.082265  1.716881  0.062
H  -3.167064  -0.531179  0.093108  0.106
H  -2.981058  1.257934  0.623562  0.099
H  2.497416  1.366456  0.860460  0.005
H  1.479144  1.961310  -0.364748  0.048
H  2.898181  0.916969  -0.860882  0.135
H  2.553412  -0.727873  1.599110  0.115
H  2.685331  -1.620683  0.088643  0.096
H  1.109381  -1.965173  1.122489  0.083

Force components x, y, z for each atom (eV/Å):
0.2 2.2 1.3
2.0 -1.8 -1.1
-0.5 -2.2 -1.6
0.5 1.3 0.9
0.1 0.0 1.4
-0.9 0.9 -3.4
-0.6 -1.4 0.7
-1.5 -0.1 -1.1
0.0 -2.7 -3.8
0.8 0.8 1.2
1.5 2.3 -3.1
-0.4 -0.2 1.6
-0.5 -1.9 0.9
-0.6 0.4 -0.1
-0.7 -0.5 -1.4
-0.3 -1.3 0.8
0.5 1.5 0.7
-1.4 -0.5 -0.3
1.6 1.0 2.3
-1.0 0.7 0.0
-0.6 0.2 0.1
0.3 0.1 -0.8
0.1 1.1 0.8
0.3 -1.2 -0.1
2.0 1.2 2.9
0.0 0.7 -0.4
-1.0 0.6 1.4
-1.0 -1.5 -0.1
-0.7 -0.2 0.4
1.8 0.5 -0.1

Summary:
Calculated total energy in Ha: -3169.66959
Energy above the lowest of the compared OMol25 structures with the same formula, charge and spin in eV: 1.220
LUMO energy (alpha / beta) in eV: -0.135 / -0.552

---

No. 2
The following is a quantum chemistry calculation of C10H16Cl2HgN2O4 as an isolated structure at a distorted geometry, from OMol25.

Each line ends with the Löwdin charge.
Atoms and positions in Å:
C  3.976520  -1.299535  -0.198721  -0.093
C  2.511683  -0.825667  -0.382159  -0.626
Cl  1.699070  -1.333313  -1.861384  0.785
C  1.879201  -0.054149  0.548481  -0.555
Cl  2.823807  0.422385  1.954623  0.850
C  0.395790  0.403775  0.423023  -0.374
C  -0.430052  -0.940943  0.499774  -0.057
C  -1.785238  -0.822803  1.263782  -0.230
O  -2.637636  0.201189  0.621916  -0.291
C  -2.562240  -2.196220  1.054273  -0.181
N  -3.305766  -2.178072  -0.229085  0.021
O  0.122601  1.063675  1.660608  0.011
C  -0.607121  2.227656  1.518143  -0.519
O  -0.981223  2.946206  2.327409  0.266
O  -0.855245  2.340708  0.147016  0.017
C  0.015997  1.493280  -0.643591  -0.172
C  1.119479  2.498864  -1.152752  -0.138
N  1.187056  2.460960  -2.634376  0.052
H  4.659932  -0.474287  0.068029  0.088
H  4.275212  -1.835788  -1.126462  0.085
H  3.940349  -2.090721  0.590999  0.110
H  0.203948  -1.720563  0.984439  0.165
H  -0.667927  -1.252915  -0.550904  0.104
H  -1.664942  -0.622077  2.348501  0.177
H  -2.340303  0.283098  -0.305000  0.085
H  -1.761206  -2.971548  0.942576  0.133
H  -3.185722  -2.475537  1.924966  0.133
H  -3.500141  -3.129803  -0.546640  0.110
H  -2.718670  -1.777209  -0.964998  0.067
H  -0.570676  0.928482  -1.408725  0.147
H  0.797626  3.531463  -0.883619  0.144
H  2.106576  2.298808  -0.687100  0.134
H  2.053932  1.988915  -2.882731  0.082
H  0.381197  1.993116  -3.040639  0.075
Hg  -4.575870  0.918572  0.620327  1.396

Force components x, y, z for each atom (eV/Å):
-1.3 -0.9 -0.7
1.2 -0.1 0.1
0.5 0.6 1.0
0.2 0.4 -0.5
-1.0 -0.3 -1.1
0.9 -0.4 1.9
-0.8 1.3 -1.0
-0.3 -2.6 0.1
2.2 0.6 -0.2
1.4 -0.5 -0.4
0.1 0.5 0.3
-0.3 0.8 0.6
1.4 -2.8 -3.9
-1.0 1.5 2.1
-0.6 -0.3 0.3
0.1 0.3 1.4
-0.7 -0.3 -1.2
0.9 -0.6 1.2
-0.4 -0.5 -0.1
0.0 0.6 0.6
0.3 0.8 -0.3
-0.7 0.4 -0.2
0.4 -0.1 0.8
-0.2 0.4 -0.9
0.0 0.1 0.4
-0.5 0.5 0.6
0.1 0.3 -0.7
-0.3 0.3 0.3
-0.2 -0.3 0.2
0.4 1.0 0.0
0.1 -0.9 0.2
-0.5 0.1 -0.4
-0.4 0.2 -0.6
0.4 0.2 -0.1
-1.3 -0.1 0.2

Summary:
Calculated total energy in Ha: -1874.07439
Charge: +2
LUMO energy in eV: -12.695

---

No. 3
The following is a quantum chemistry calculation of C10H16ClCuO6 as an isolated structure at a distorted geometry, from OMol25.

Each line ends with the Löwdin charge.
Atoms and positions in Å:
Cu  -1.949471  0.082011  -1.538749  0.129
Cl  -3.396231  0.021707  -3.725180  -0.513
O  -1.231275  2.117793  -1.581168  -0.302
C  -1.383571  2.748443  -0.415573  -0.524
C  -1.050319  1.883809  0.778093  -0.469
O  -1.580675  0.623852  0.769188  -0.324
H  -2.403270  3.209272  -0.248416  0.081
H  -0.707419  3.659316  -0.307867  0.070
H  -1.264876  2.412281  1.743714  0.078
H  0.084962  1.845331  0.770383  0.064
O  -2.206273  -2.237452  -0.536975  0.126
C  -1.722421  -2.435533  0.524074  -0.475
O  -2.317839  -3.187955  1.501922  0.006
C  -1.399406  -3.384447  2.582177  -0.185
C  -0.368937  -2.255078  2.489679  -0.147
C  -0.442635  -1.818498  1.027654  -0.105
H  -0.962765  -4.382467  2.459053  0.108
H  -1.956033  -3.401564  3.519728  0.108
H  0.623710  -2.658526  2.708792  0.097
H  -0.596241  -1.421925  3.150146  0.109
H  0.355443  -2.170488  0.366588  0.120
H  -0.525394  -0.734220  0.849900  0.062
O  0.246770  -0.456795  -2.404568  0.116
C  1.187974  0.171901  -2.049189  -0.470
O  1.924837  0.932695  -2.907593  0.016
C  2.925635  1.694380  -2.222818  -0.165
C  2.677936  1.464217  -0.726158  -0.155
C  1.785987  0.228484  -0.658552  -0.080
H  2.778383  2.737805  -2.493779  0.117
H  3.890204  1.307460  -2.559935  0.107
H  2.129142  2.296507  -0.284204  0.103
H  3.631164  1.390551  -0.194302  0.098
H  0.939742  0.419493  0.002830  0.080
H  2.283174  -0.702371  -0.388883  0.118

Force components x, y, z for each atom (eV/Å):
-0.3 1.1 -0.1
0.1 -0.3 0.4
0.3 -0.5 -0.6
-0.3 1.2 0.1
0.7 -0.7 0.9
-0.1 0.0 -0.3
-0.1 -0.3 -0.1
0.0 -0.1 0.0
-0.2 0.2 -0.2
-0.1 0.1 0.1
-0.9 -0.5 -0.8
0.9 1.3 0.6
-0.1 -0.4 0.2
-0.2 0.0 -0.1
0.7 -0.3 -0.5
0.1 -1.1 -0.1
0.2 0.1 0.0
-0.1 0.1 0.0
0.0 0.2 0.3
-0.1 0.0 0.1
0.1 -0.3 0.3
-0.6 0.4 0.2
0.0 -0.5 -0.4
0.2 -0.1 0.2
0.0 0.2 -0.2
-0.7 -0.5 0.1
0.4 0.1 0.3
-0.3 0.8 -0.1
0.2 0.0 -0.1
0.1 0.2 0.0
0.0 0.1 -0.2
-0.1 -0.2 0.1
0.1 -0.3 0.1
0.0 0.0 -0.2

Summary:
Calculated total energy in Ha: -2942.71831
Energy above the lowest of the compared OMol25 structures with the same formula, charge and spin in eV: 0.000
Charge: -2
LUMO energy in eV: 5.010

---

No. 4
The following is a quantum chemistry calculation of a 2-piece molecular cluster, C10H16F3N2O2P overall at a distorted geometry, from OMol25.

Each line ends with the Löwdin charge.
Atoms and positions in Å:
C  -2.324195  1.532485  0.348843  -0.256
P  -2.612432  1.768594  -1.454383  0.915
C  -3.883276  0.505114  -1.808343  -0.309
C  -1.107200  0.932195  -2.045845  -0.330
C  -1.035959  -0.301419  -2.659902  -0.012
C  0.214374  -0.826064  -2.936219  0.006
N  1.292870  -0.123809  -2.613799  0.059
N  1.297847  1.093778  -2.103303  0.133
C  0.124585  1.608130  -1.847641  -0.093
H  -3.236483  1.820367  0.872443  0.048
H  -2.065083  0.500212  0.597976  0.046
H  -1.502049  2.167278  0.681450  0.046
H  -4.837567  0.913415  -1.471596  0.042
H  -3.954891  0.307519  -2.879342  0.039
H  -3.707309  -0.431476  -1.272938  0.054
H  -1.917052  -0.891875  -2.866286  0.112
H  0.383486  -1.815120  -3.339307  0.149
H  2.211283  -0.544595  -2.698936  0.179
H  0.147805  2.593176  -1.396012  0.127
C  2.982685  -0.159756  0.798440  -0.082
C  1.843981  -1.175695  0.735538  -0.348
O  1.642231  -1.991065  1.842607  -0.111
C  0.667380  -1.373677  2.811450  -0.501
O  -0.343782  -0.779400  2.259866  -0.175
C  1.438564  -0.432516  3.786458  -0.552
F  2.678273  -0.864779  4.120285  0.107
F  0.750394  -0.346141  4.948522  0.107
F  1.588445  0.837291  3.351897  0.101
H  3.879787  -0.585675  1.249839  0.079
H  3.229715  0.167661  -0.218810  0.042
H  2.711506  0.725397  1.367811  0.059
H  2.083379  -1.878000  -0.084825  0.096
H  0.891614  -0.689148  0.472699  0.084
H  0.467074  -2.262400  3.451362  0.142

Force components x, y, z for each atom (eV/Å):
0.2 -0.2 -0.1
-0.1 0.2 0.0
0.0 -0.2 0.1
0.1 0.1 0.2
0.0 -0.1 -0.1
0.0 0.0 0.3
0.0 -0.1 -0.1
0.0 -0.1 0.0
0.0 -0.1 0.3
0.1 0.1 0.0
0.0 0.0 0.1
-0.1 0.0 0.1
0.0 0.0 -0.1
-0.1 0.1 0.0
0.0 0.0 0.0
0.0 0.0 0.0
0.0 0.0 0.0
0.0 0.1 0.0
0.0 0.0 -0.1
0.0 0.1 0.1
0.1 -0.6 -1.0
0.1 0.7 0.5
-0.4 -0.2 0.0
0.0 0.1 -0.1
0.1 0.0 0.1
0.0 0.0 0.0
0.0 0.0 0.0
0.0 0.0 -0.1
0.0 -0.1 0.0
0.1 0.0 0.0
0.0 0.0 0.1
0.0 0.1 0.0
0.1 0.1 0.1
-0.1 0.0 -0.1

Summary:
Calculated total energy in Ha: -1291.45679
LUMO energy in eV: -2.376

---

No. 5
The following is a quantum chemistry calculation of C10H16F4O2Sr as an isolated structure at a distorted geometry, from OMol25.

Each line ends with the Löwdin charge.
Atoms and positions in Å:
C  -0.794192  2.757821  1.227093  -0.074
O  -1.718487  1.642046  1.188849  -0.172
C  -1.999592  1.215584  -0.152244  -0.302
C  -3.460408  0.616523  -0.353681  -0.117
C  -3.588357  -0.957397  -0.088234  -0.182
F  -3.829417  -1.218871  1.289880  -0.014
C  -0.812331  0.266487  -0.644664  -0.162
O  -0.439354  -0.752471  0.292267  -0.164
C  0.807995  -0.452502  0.959043  -0.178
C  2.096810  -0.589107  0.000342  -0.166
C  3.102997  -1.741400  0.479815  -0.108
C  4.279238  -1.812250  -0.582442  -0.125
F  4.671292  -3.050366  -1.166739  0.006
C  5.025849  -0.688268  -1.032923  -0.148
F  4.476672  0.433574  -1.646253  0.067
F  6.420964  -0.775759  -0.842127  0.067
H  -0.248657  2.945509  0.243036  0.110
H  0.031520  2.543947  1.993848  0.107
H  -1.358783  3.659349  1.616330  0.110
H  -1.942414  2.163039  -0.803346  0.161
H  -3.834359  0.874214  -1.402875  0.100
H  -4.181429  1.141395  0.376644  0.147
H  -2.759112  -1.590703  -0.526447  0.152
H  -4.570644  -1.309232  -0.625820  -0.051
H  0.049294  0.947845  -0.958566  0.142
H  -1.131606  -0.275419  -1.609642  0.142
H  0.822945  0.542691  1.503764  0.113
H  0.935270  -1.251605  1.772834  0.141
H  2.609344  0.419644  -0.051903  0.113
H  1.683286  -0.864651  -1.034243  0.131
H  3.462597  -1.476292  1.528461  0.133
H  2.496188  -2.706473  0.503458  0.131
Sr  -6.303118  -0.656902  -1.453517  1.893

Force components x, y, z for each atom (eV/Å):
0.9 0.6 1.0
-0.5 -0.3 -1.2
1.3 1.0 -0.5
-0.6 -0.5 1.2
-0.2 0.8 0.8
0.4 0.4 -2.6
-0.4 -0.2 -1.2
0.2 1.5 -0.4
1.8 -0.9 1.2
-1.0 0.1 -0.1
-0.7 0.3 -1.6
0.1 1.4 -1.0
0.0 1.9 2.4
-0.1 -2.2 1.0
1.9 -1.7 2.2
-3.0 0.9 -2.1
-1.0 -0.2 1.1
-1.3 0.1 -1.0
0.7 -0.9 -0.8
-0.3 -1.4 0.6
0.7 -0.4 0.8
1.0 -0.7 -0.8
-0.9 0.7 0.8
1.9 -0.5 1.0
-1.0 -1.0 0.6
0.4 0.8 1.2
-0.4 -1.1 -0.9
-0.5 1.1 -1.1
-0.5 -1.3 -0.1
0.8 0.4 1.4
-0.1 -0.6 -1.5
1.1 1.1 0.0
-0.8 0.6 -0.2

Summary:
Calculated total energy in Ha: -970.39652
Charge: +2
LUMO energy in eV: -10.158

---

No. 6
The following is a quantum chemistry calculation of one molecule with the formula C10H16N2 at a distorted geometry, from OMol25.

Each line ends with the Löwdin charge.
Atoms and positions in Å:
C  -0.182838  -1.850515  -0.714726  -0.113
C  0.201694  -0.683152  -1.582383  -0.172
C  1.264889  -1.063928  1.204851  -0.101
C  -0.158648  -1.246772  0.728763  -0.273
C  0.353772  0.448287  -0.596886  -0.333
C  -0.670587  0.121493  0.466988  -0.489
C  1.827486  -0.044339  0.217841  -0.356
C  0.351885  1.898281  -1.201211  -0.014
C  -0.687862  1.064661  1.660443  -0.056
C  -2.180259  0.180361  -0.049847  0.005
N  3.098639  -0.228253  -0.489052  0.131
N  3.099022  0.657099  0.358208  0.137
H  -1.271037  -2.209795  -1.073864  0.158
H  0.415213  -2.673805  -0.938404  0.086
H  1.202425  -0.767753  -2.179349  0.150
H  -0.534961  -0.444462  -2.283434  0.085
H  1.457364  -0.596373  2.304297  0.163
H  1.885319  -1.933403  1.060818  0.105
H  -0.712313  -1.865267  1.401001  0.139
H  0.349850  2.652204  -0.363465  0.089
H  -0.568265  2.182538  -1.615776  0.041
H  1.058765  2.065499  -2.079522  0.104
H  -1.023865  2.126785  1.533070  0.092
H  0.319618  1.179789  2.127352  0.079
H  -1.315268  0.654243  2.537764  0.118
H  -2.669979  0.995101  0.371805  0.045
H  -2.693384  -0.758551  0.328734  0.107
H  -2.216680  0.140026  -1.134006  0.074

Force components x, y, z for each atom (eV/Å):
-3.0 0.0 -0.5
3.0 0.6 -0.9
2.1 1.6 1.4
0.1 -1.8 -0.1
3.0 1.9 -0.2
-2.3 2.2 0.1
-2.8 0.9 -1.2
1.2 -0.4 1.0
0.7 0.4 2.7
1.6 -3.4 0.0
-0.5 -0.1 0.1
-0.5 0.2 0.1
2.2 0.8 1.3
1.2 -1.5 0.3
-1.7 -0.2 1.0
-1.2 0.3 -1.3
-0.8 -1.5 -2.3
0.0 -0.7 0.5
-0.6 -0.2 0.6
1.1 -0.6 -0.8
-1.9 -0.4 -0.9
-0.3 -0.2 1.7
0.0 -1.1 -0.5
-0.5 -0.1 -0.4
0.7 0.4 -1.5
-0.8 1.5 0.3
0.4 1.0 -0.4
-0.3 0.3 -0.1

Summary:
Calculated total energy in Ha: -500.02063
SMILES string: CC1(C)[C@H]2CC[C@]1(C)C1(C2)N=N1
Energy above the lowest of the compared OMol25 structures with the same formula, charge and spin in eV: 2.698
LUMO energy in eV: 0.840